(1)
48
Properties=species:S:1:pos:R:3:lowdin_charge:R:1 method="wB97M-V/def2-TZVPD" spin_multiplicity=1 total_charge=0 smiles="SCCCc1ccc2nccnc2c1.O=S1(=O)OCCO1.O=S1(=O)OCCO1" e_homo_ev=-9.000
S -0.863 3.621 -0.342 0.734
C 0.155 3.694 -1.849 -0.529
C -0.723 4.107 -3.021 -0.273
C -1.837 3.102 -3.350 -0.178
C -1.357 1.674 -3.355 -0.238
C -1.751 0.780 -2.325 -0.038
C -1.291 -0.496 -2.276 -0.006
C -0.410 -0.963 -3.268 -0.214
N 0.054 -2.244 -3.210 0.126
C 0.872 -2.605 -4.155 -0.120
C 1.267 -1.726 -5.203 -0.120
N 0.848 -0.498 -5.281 0.121
C -0.011 -0.084 -4.305 -0.211
C -0.498 1.232 -4.321 0.021
H -0.241 2.611 0.269 -0.149
H 0.959 4.410 -1.697 0.067
H 0.598 2.715 -2.017 0.073
H -1.172 5.077 -2.797 0.105
H -0.083 4.249 -3.894 0.111
H -2.651 3.208 -2.635 0.095
H -2.235 3.336 -4.339 0.118
H -2.419 1.142 -1.555 0.104
H -1.577 -1.171 -1.481 0.108
H 1.238 -3.626 -4.146 0.103
H 1.936 -2.087 -5.977 0.102
H -0.174 1.883 -5.125 0.127
C -1.387 2.233 3.079 -0.165
C -2.088 1.354 4.095 -0.147
O -2.217 0.094 3.415 -0.181
S -0.967 -0.148 2.457 0.595
O -0.002 -0.960 3.111 -0.222
O -1.446 -0.490 1.170 -0.207
O -0.428 1.355 2.467 -0.215
H -2.073 2.595 2.311 0.118
H -0.855 3.067 3.528 0.140
H -3.082 1.707 4.352 0.138
H -1.492 1.216 4.999 0.135
C 2.682 -2.933 3.732 -0.160
C 1.657 -3.367 4.758 -0.162
O 1.610 -4.795 4.601 -0.188
S 3.061 -5.351 4.235 0.591
O 3.723 -5.797 5.408 -0.222
O 2.938 -6.197 3.105 -0.218
O 3.696 -3.949 3.810 -0.191
H 2.261 -2.916 2.726 0.133
H 3.131 -1.972 3.963 0.135
H 0.672 -2.957 4.559 0.115
H 1.972 -3.131 5.776 0.135

(2)
95
Properties=species:S:1:pos:R:3:lowdin_charge:R:1 method="wB97M-V/def2-TZVPD" spin_multiplicity=1 total_charge=0 smiles="COCCCCCCc1ccc2c(c1C[C@H](C)I)C(=O)NC2=O.COC(=O)OC.COC(=O)OC.COC(=O)OC.COC(=O)OC" e_homo_ev=-9.297
C -5.405 -3.666 -0.440 -0.126
O -5.271 -3.320 -1.860 -0.259
C -4.440 -2.097 -1.824 -0.224
C -3.747 -1.889 -3.247 -0.153
C -3.203 -0.399 -3.521 -0.211
C -1.645 -0.186 -3.215 -0.197
C -1.180 -0.550 -1.721 -0.204
C -0.562 0.691 -0.891 -0.201
C -1.659 1.737 -0.380 -0.069
C -3.189 1.415 -0.487 0.017
C -4.304 2.409 -0.051 0.025
C -3.915 3.787 0.519 -0.031
C -2.394 4.053 0.653 0.012
C -1.250 3.105 0.239 -0.047
C 0.251 3.610 0.484 -0.217
C 1.225 2.521 1.154 -0.701
C 1.978 3.018 2.486 -0.174
I 2.775 2.054 -0.342 0.820
C -2.390 5.515 1.271 -0.324
O -1.491 6.214 1.789 0.043
N -3.736 6.072 1.105 0.124
C -4.779 5.023 1.016 -0.312
O -6.009 5.130 1.243 0.054
H -6.360 -4.259 -0.238 0.097
H -4.533 -4.295 -0.053 0.098
H -5.459 -2.728 0.225 0.096
H -5.188 -1.244 -1.587 0.140
H -3.707 -2.261 -0.956 0.106
H -4.575 -2.070 -4.035 0.117
H -2.918 -2.632 -3.495 0.123
H -3.867 0.409 -3.029 0.104
H -3.333 -0.221 -4.657 0.114
H -1.327 0.905 -3.422 0.119
H -1.032 -0.849 -3.932 0.113
H -0.321 -1.320 -1.805 0.119
H -1.982 -1.019 -1.061 0.084
H 0.020 0.215 -0.013 0.103
H 0.188 1.205 -1.585 0.068
H -3.538 0.417 -0.900 0.060
H -5.400 2.130 -0.185 0.106
H 0.163 4.476 1.246 0.102
H 0.707 4.100 -0.457 0.102
H 0.607 1.591 1.442 0.083
H 3.062 2.625 2.436 0.043
H 1.495 2.464 3.372 0.082
H 1.933 4.141 2.666 0.086
H -3.991 6.888 1.676 0.151
C -10.286 -0.396 -5.546 -0.049
O -10.099 -1.724 -5.058 -0.003
C -8.876 -1.958 -4.554 -0.599
O -7.971 -1.161 -4.490 0.115
O -8.836 -3.232 -4.135 0.002
C -7.583 -3.623 -3.570 -0.048
H -11.305 -0.322 -5.928 0.093
H -10.164 0.331 -4.741 0.098
H -9.594 -0.186 -6.365 0.098
H -7.355 -3.025 -2.688 0.081
H -6.785 -3.540 -4.311 0.095
H -7.664 -4.667 -3.267 0.099
C 6.312 1.953 -2.648 -0.050
O 5.828 0.637 -2.383 -0.029
C 6.753 -0.328 -2.514 -0.596
O 7.907 -0.167 -2.824 0.129
O 6.167 -1.505 -2.237 -0.011
C 7.038 -2.630 -2.336 -0.056
H 5.482 2.648 -2.512 0.074
H 7.105 2.221 -1.947 0.102
H 6.665 2.034 -3.679 0.100
H 7.860 -2.545 -1.621 0.098
H 7.420 -2.734 -3.353 0.100
H 6.461 -3.523 -2.092 0.096
C 5.772 1.590 6.406 -0.046
O 4.493 2.070 5.996 -0.006
C 3.628 2.263 7.006 -0.601
O 3.848 2.067 8.175 0.124
O 2.474 2.712 6.485 -0.012
C 1.453 2.962 7.449 -0.046
H 6.385 1.472 5.512 0.094
H 6.260 2.308 7.068 0.099
H 5.680 0.616 6.893 0.099
H 1.769 3.736 8.153 0.099
H 1.189 2.044 7.978 0.099
H 0.571 3.320 6.916 0.093
C 5.727 -2.846 1.078 -0.035
O 5.923 -4.163 1.591 0.002
C 7.149 -4.380 2.097 -0.599
O 8.048 -3.577 2.144 0.123
O 7.197 -5.647 2.541 -0.002
C 8.451 -6.020 3.109 -0.048
H 4.708 -2.783 0.696 0.101
H 5.846 -2.102 1.869 0.102
H 6.416 -2.647 0.255 0.070
H 8.678 -5.402 3.981 0.098
H 9.248 -5.946 2.366 0.098
H 8.375 -7.058 3.432 0.093

Energy above the lowest of the compared OMol25 structures with the same formula, charge and spin readings, ordered: 0.000 6.409 eV
Molar mass readings, ordered: 452.532 789.610 u